62
Properties=species:S:1:pos:R:3:forces:R:3 method="wB97M-V/def2-TZVPD" lumo_energy_ev=0.805 multiplicity=1 smiles="COc1ccc(CCNC(=O)CCCCC(=O)NCCc2ccc(OC)cc2)cc1"
C -0.943 4.299 -1.509 -0.2 -0.1 -0.3
H -0.771 3.332 -1.987 0.0 0.1 0.1
O -0.031 4.524 -0.454 0.2 0.0 0.3
C 0.019 3.621 0.558 0.1 0.0 0.2
C 0.940 3.894 1.571 -0.1 0.1 -0.3
C 1.069 3.041 2.646 -0.1 -0.1 0.0
C 0.283 1.899 2.752 -0.1 0.0 0.2
C -0.629 1.632 1.740 0.1 0.1 0.2
C -0.768 2.476 0.653 -0.1 0.2 -0.2
H -1.469 2.221 -0.124 0.0 0.0 -0.1
H -1.242 0.744 1.797 -0.1 -0.2 0.0
C 0.456 0.947 3.905 0.1 -0.1 -0.2
H 1.149 1.376 4.632 0.0 0.0 0.1
H -0.499 0.778 4.406 0.1 0.0 0.1
C 0.991 -0.402 3.420 0.0 -0.2 0.2
N 2.126 -0.213 2.541 -0.1 0.2 0.4
C 2.365 -1.004 1.479 0.5 0.4 0.1
O 1.738 -2.026 1.270 -0.2 -0.4 -0.1
C 3.525 -0.535 0.610 -0.1 -0.4 -0.3
H 3.554 0.556 0.588 0.1 0.1 0.1
H 4.441 -0.889 1.092 0.0 0.1 0.0
C 3.449 -1.098 -0.809 0.0 0.2 0.0
H 3.076 -2.122 -0.745 0.1 0.0 0.0
C 2.544 -0.284 -1.736 0.0 -0.2 0.1
H 2.579 -0.737 -2.730 0.0 0.1 0.0
C 1.096 -0.231 -1.242 0.0 0.1 -0.1
C 0.109 0.154 -2.324 0.5 -0.1 0.3
O -0.532 1.187 -2.309 -0.3 0.3 0.0
N 0.003 -0.746 -3.333 0.1 -0.2 -0.5
H 0.474 -1.631 -3.218 0.0 0.1 0.1
C -1.159 -0.755 -4.193 -0.1 0.0 -0.2
H -0.849 -0.847 -5.239 -0.1 0.1 0.1
H -1.645 0.212 -4.050 0.1 -0.1 -0.1
C -2.115 -1.904 -3.808 0.1 0.2 0.1
C -2.131 -2.061 -2.312 -0.1 -0.3 -0.2
C -1.396 -3.069 -1.707 -0.2 0.1 -0.1
C -1.290 -3.164 -0.330 0.1 0.0 0.4
C -1.926 -2.229 0.476 0.0 0.0 -0.1
C -2.680 -1.219 -0.125 0.1 -0.1 0.2
C -2.776 -1.137 -1.497 0.0 -0.2 0.0
H -3.351 -0.340 -1.944 -0.1 0.1 0.0
H -3.180 -0.502 0.508 -0.1 0.1 0.1
O -1.879 -2.218 1.837 -0.2 0.3 -0.2
C -1.150 -3.243 2.480 0.2 -0.2 0.1
H -0.094 -3.216 2.195 -0.1 0.0 0.0
H -1.249 -3.048 3.547 0.0 0.0 -0.1
H -1.570 -4.228 2.254 0.0 0.0 0.0
H -0.695 -3.954 0.097 0.1 -0.1 0.1
H -0.888 -3.802 -2.319 0.0 -0.1 -0.1
H -3.112 -1.678 -4.190 0.0 -0.1 -0.1
H -1.774 -2.833 -4.269 -0.1 0.0 0.0
H 0.803 -1.212 -0.861 0.0 0.0 0.0
H 0.997 0.490 -0.429 -0.1 0.0 0.0
H 2.931 0.734 -1.829 0.0 0.0 -0.1
H 4.452 -1.126 -1.241 0.0 0.0 0.0
H 2.654 0.638 2.661 0.0 -0.1 -0.2
H 0.227 -0.931 2.847 0.0 0.0 0.1
H 1.276 -1.028 4.275 -0.1 0.0 -0.1
H 1.787 3.273 3.422 0.1 0.0 0.1
H 1.545 4.783 1.489 0.1 0.1 0.0
H -0.766 5.102 -2.223 -0.1 0.0 0.0
H -1.977 4.354 -1.153 0.0 0.0 0.0

64
Properties=species:S:1:pos:R:3:forces:R:3 method="wB97M-V/def2-TZVPD" lumo_energy_ev=0.450 multiplicity=1 smiles="CC/C=C/C(=O)N1C[C@@]2(CC(c3cccc(NC(=O)CCCCC)c3)=NO2)C[C@H]1C(N)=O"
C 8.456 0.480 -2.626 0.0 -0.1 -0.2
H 8.838 0.045 -1.706 0.1 0.0 0.1
H 7.670 1.186 -2.368 0.0 0.1 0.1
H 9.263 1.018 -3.118 0.1 0.1 0.0
C 7.903 -0.612 -3.543 0.0 0.1 0.0
C 6.788 -1.340 -2.875 -0.2 0.0 -0.2
C 5.534 -1.386 -3.309 0.4 -0.1 0.0
C 4.502 -2.119 -2.545 0.0 -0.2 0.0
O 4.770 -2.989 -1.737 0.1 -0.1 0.2
N 3.207 -1.797 -2.827 -0.4 0.1 0.0
C 2.131 -2.395 -2.062 -0.3 -0.3 0.2
C 1.076 -1.289 -1.955 0.4 0.1 -0.1
C 1.257 -0.552 -3.289 -0.1 -0.1 0.2
H 0.704 -1.099 -4.053 0.0 0.0 0.0
H 0.887 0.472 -3.255 0.0 0.0 0.0
C 2.768 -0.625 -3.555 0.3 0.2 0.0
C 3.445 0.651 -3.027 -0.2 -0.1 -0.4
O 3.832 0.780 -1.891 0.1 -0.1 0.4
N 3.527 1.641 -3.945 0.1 0.4 -0.2
H 3.195 1.537 -4.887 0.0 -0.1 0.0
H 3.930 2.522 -3.671 -0.1 0.0 0.0
H 2.974 -0.731 -4.629 0.0 0.1 0.1
C 1.199 -0.414 -0.701 -0.2 -0.1 -0.1
C -0.134 -0.686 -0.042 0.6 -0.3 -0.9
N -0.868 -1.467 -0.734 -0.5 0.2 0.8
O -0.248 -1.855 -1.877 0.4 -0.2 -0.6
C -0.556 -0.122 1.225 -0.2 0.3 0.7
C -1.808 -0.455 1.744 0.0 0.0 -0.1
C -2.222 0.078 2.957 0.3 0.0 -0.3
C -1.378 0.949 3.649 0.0 0.0 -0.1
C -0.139 1.276 3.134 -0.1 0.0 0.1
C 0.280 0.747 1.927 -0.1 -0.2 -0.3
H 1.250 1.008 1.536 0.1 0.0 -0.1
H 0.506 1.949 3.679 0.0 0.0 0.0
H -1.697 1.367 4.595 0.0 0.0 0.1
N -3.460 -0.214 3.533 0.1 0.3 0.4
C -4.460 -1.025 3.074 -0.4 -0.1 0.5
O -4.411 -1.666 2.052 0.0 -0.1 -0.3
C -5.669 -1.027 3.998 -0.1 0.1 0.0
C -6.406 0.316 3.964 0.0 -0.1 -0.2
C -6.905 0.643 2.558 -0.2 0.2 0.2
C -7.716 1.938 2.493 0.2 0.0 -0.1
C -6.878 3.185 2.753 -0.2 -0.1 0.0
H -6.510 3.207 3.775 0.1 0.1 0.1
H -6.026 3.215 2.077 0.1 0.0 -0.1
H -7.475 4.080 2.592 0.0 0.1 0.0
H -8.162 2.016 1.499 -0.1 0.0 0.0
H -8.532 1.891 3.218 -0.1 0.0 0.0
H -6.053 0.717 1.878 0.0 0.0 -0.1
H -7.529 -0.182 2.209 0.1 -0.1 -0.1
H -7.256 0.269 4.648 0.0 0.1 0.1
H -5.743 1.111 4.313 0.0 0.1 0.1
H -5.348 -1.253 5.018 0.0 -0.1 0.0
H -6.337 -1.820 3.662 0.1 0.0 0.0
H -3.627 0.251 4.415 -0.1 -0.1 -0.2
H -2.441 -1.129 1.193 -0.1 0.0 0.0
H 2.039 -0.713 -0.074 0.0 0.1 0.0
H 1.314 0.644 -0.939 0.0 0.0 0.1
H 1.707 -3.251 -2.600 0.0 0.0 0.1
H 2.512 -2.741 -1.100 -0.1 0.0 -0.1
H 5.245 -0.901 -4.231 0.0 0.1 -0.1
H 7.025 -1.839 -1.945 -0.1 -0.1 0.1
H 8.703 -1.321 -3.773 0.0 0.0 -0.1
H 7.557 -0.170 -4.480 0.0 -0.1 0.0

69
Properties=species:S:1:pos:R:3:forces:R:3 method="wB97M-V/def2-TZVPD" lumo_energy_ev="4.044 / 4.045" multiplicity=2 charge=-2 s2=0.81
Pt 0.490 -0.286 -0.275 1.4 -0.5 0.8
C 2.616 2.426 0.846 -0.1 -0.3 0.0
C 1.180 2.828 0.825 0.2 0.0 -0.1
C 0.745 4.052 1.305 -0.3 0.4 0.2
C -0.610 4.370 1.179 0.1 -0.1 -0.1
C -1.468 3.492 0.556 0.0 0.4 0.3
C -0.980 2.250 0.086 -0.2 -0.1 -0.5
N 0.330 1.964 0.277 0.0 -0.6 0.0
N -1.671 1.325 -0.561 -1.3 0.1 0.1
Si -3.285 1.273 -1.042 -0.3 0.2 -0.6
C -4.659 2.249 -0.086 0.5 -0.2 -0.1
C -3.510 1.899 -2.854 0.1 -0.3 0.6
C -3.917 -0.532 -0.994 0.1 0.4 0.0
H 3.118 2.711 1.766 0.0 0.0 0.1
H 3.149 2.883 0.012 0.0 0.0 -0.1
H 2.684 1.347 0.724 0.2 0.0 0.1
H 1.442 4.743 1.759 0.0 0.0 0.0
H -0.977 5.322 1.550 0.0 0.0 0.0
H -2.510 3.728 0.414 -0.1 0.1 0.0
H -4.625 3.313 -0.312 0.0 0.2 0.0
H -4.537 2.138 0.990 0.0 0.0 0.2
H -5.657 1.893 -0.345 0.0 -0.1 -0.1
H -3.361 2.974 -2.924 0.1 0.2 0.1
H -4.508 1.681 -3.231 -0.2 -0.1 0.0
H -2.787 1.433 -3.518 0.2 -0.1 -0.1
H -4.730 -0.661 -0.283 -0.2 0.0 0.2
H -3.110 -1.186 -0.687 0.3 -0.2 0.1
H -4.290 -0.862 -1.961 0.0 0.0 -0.2
O 4.721 0.308 1.256 0.2 0.2 0.3
S 4.413 -0.990 1.858 -0.9 -0.5 -0.1
O 4.352 -0.942 3.316 0.2 0.1 0.3
O 5.232 -2.083 1.339 0.3 0.2 0.1
S 2.432 -1.547 1.296 -0.4 0.1 0.2
C 4.365 -0.876 -1.429 0.0 0.0 -0.2
C 3.824 -0.344 -2.702 0.2 -0.2 -0.1
C 4.602 -0.262 -3.837 0.2 0.0 0.0
C 4.104 0.224 -5.038 0.1 0.0 -0.1
C 2.775 0.629 -5.116 -0.2 0.1 -0.3
C 1.951 0.576 -4.019 -0.1 0.1 -0.1
C 0.524 1.023 -4.069 0.1 0.0 0.0
C 2.451 0.099 -2.751 0.2 0.0 0.4
N 1.694 0.101 -1.707 -0.6 0.5 -0.2
H 5.327 -1.361 -1.577 0.1 -0.1 0.0
H 3.669 -1.585 -0.975 0.1 0.1 0.0
H 4.498 -0.089 -0.682 -0.1 -0.1 -0.2
H 5.634 -0.585 -3.773 0.1 0.0 0.0
H 4.745 0.280 -5.908 0.0 0.0 -0.1
H 2.378 0.990 -6.059 0.0 0.0 -0.1
H 0.185 1.170 -5.095 0.0 0.0 -0.1
H 0.401 1.955 -3.515 -0.1 0.0 0.1
H -0.109 0.292 -3.567 -0.1 0.0 0.0
C -1.775 -2.397 -3.177 -0.2 -0.2 -0.3
C -0.724 -2.410 -2.185 0.9 0.5 1.0
N 0.079 -2.276 -1.360 -0.7 -0.6 -0.8
H -1.942 -1.375 -3.525 0.1 0.0 0.0
H -2.692 -2.759 -2.714 0.0 0.0 -0.1
H -1.516 -3.036 -4.026 0.0 0.1 0.1
O -0.931 -1.063 1.093 -0.4 1.0 1.1
N -1.210 -0.441 2.248 -0.5 -0.2 0.7
C -2.519 -0.091 2.517 1.8 -0.6 -1.3
C -2.885 0.363 3.744 0.2 0.5 1.7
C -1.943 0.496 4.782 0.9 -0.4 -1.4
C -0.597 0.172 4.466 -1.7 0.8 1.4
C -0.263 -0.286 3.233 -0.4 -0.4 -1.9
H -3.187 -0.186 1.679 0.0 -0.1 -0.1
H -3.922 0.631 3.913 0.1 0.0 -0.1
H -2.220 0.855 5.763 0.0 0.0 0.0
H 0.181 0.286 5.209 0.0 -0.1 -0.1
H 0.739 -0.561 2.942 0.5 -0.3 -0.4

For reference, largest force on an atom by record: 0.65, 1.09, 2.33 eV Å⁻¹.
For reference, E by record: -36578.779, -39558.099, -73839.775 eV.